w.
Density functional theory data (ωB97M-V with the def2-TZVPD basis set) for a 2-piece molecular cluster, C5H16N2O overall.

Structure (ORCA input):
```
! RIJCOSX wB97M-V def2-TZVPD def2/J DEFGRID3
* xyz 0 1
C 1.89 1.10 1.30
C 0.47 0.75 0.86
N -0.04 -0.11 2.06
C 0.29 -0.09 -0.38
N -1.08 0.04 -0.95
C -1.53 -0.85 -1.95
C -1.24 1.46 -1.36
H 2.66 1.22 0.50
H 1.78 2.02 1.83
H 2.27 0.22 1.78
H -0.21 1.65 0.73
H 0.32 0.12 3.03
H -1.06 -0.09 2.08
H 1.30 0.07 -1.03
H 0.40 -1.11 -0.17
H -1.86 -1.78 -1.33
H -0.80 -1.24 -2.67
H -2.46 -0.66 -2.53
H -1.80 1.42 -2.29
H -1.66 2.05 -0.59
H -0.42 2.15 -1.72
O 1.29 -3.00 0.88
H 0.41 -3.36 0.87
H 1.08 -1.98 1.05
*
```

Orbital gap   9.6 eV
HOMO   -8.71 eV
SMILES string   C[C@H](N)CN(C)C.O

The Löwdin scheme yields these atomic charges, measured in e: atom 1 (C): -0.070, atom 2 (C): -0.393, atom 3 (N): 0.010, atom 4 (C): -0.215, atom 5 (N): -0.234, atom 6 (C): -0.144, atom 7 (C): -0.108, atom 8 (H): 0.090, atom 9 (H): 0.068, atom 10 (H): 0.063, atom 11 (H): 0.123, atom 12 (H): 0.091, atom 13 (H): 0.060, atom 14 (H): 0.171, atom 15 (H): 0.047, atom 16 (H): 0.109, atom 17 (H): 0.083, atom 18 (H): 0.084, atom 19 (H): 0.066, atom 20 (H): 0.049, atom 21 (H): 0.103, atom 22 (O): -0.117, atom 23 (H): 0.013, atom 24 (H): 0.052

x.
Density functional theory data (ωB97M-V with the def2-TZVPD basis set) for a 2-piece molecular cluster, C5H16N2O overall.

Structure (ORCA input):
```
! RIJCOSX wB97M-V def2-TZVPD def2/J DEFGRID3
* xyz 0 1
C 0.44 -0.94 -2.63
C -0.15 -0.52 -1.28
N -1.01 -1.51 -0.56
C 0.95 -0.03 -0.16
C 1.13 1.42 0.05
C 0.00 2.06 1.00
N 0.02 1.35 2.32
H -0.12 -1.02 -3.47
H 0.83 -1.99 -2.64
H 1.31 -0.34 -2.91
H -0.86 0.37 -1.40
H -2.00 -1.29 -0.83
H -0.84 -2.53 -0.80
H 1.91 -0.50 -0.50
H 0.74 -0.58 0.76
H 2.06 1.68 0.71
H 1.22 2.06 -0.86
H -1.06 1.91 0.54
H 0.11 3.21 1.10
H 0.94 1.47 2.68
H -0.14 0.40 2.13
O -1.75 -1.82 2.60
H -2.40 -1.00 2.45
H -1.34 -1.86 1.68
*
```

Orbital gap   10.0 eV
HOMO   -9.15 eV
SMILES string   C[C@@H](N)CCCN.O

The Löwdin scheme yields these atomic charges, measured in e: atom 1 (C): -0.071, atom 2 (C): -0.378, atom 3 (N): -0.018, atom 4 (C): -0.199, atom 5 (C): -0.237, atom 6 (C): -0.266, atom 7 (N): -0.008, atom 8 (H): 0.023, atom 9 (H): 0.093, atom 10 (H): 0.078, atom 11 (H): 0.137, atom 12 (H): 0.093, atom 13 (H): 0.097, atom 14 (H): 0.114, atom 15 (H): 0.080, atom 16 (H): 0.131, atom 17 (H): 0.111, atom 18 (H): 0.114, atom 19 (H): 0.118, atom 20 (H): 0.045, atom 21 (H): 0.006, atom 22 (O): -0.161, atom 23 (H): 0.095, atom 24 (H): 0.005

y.
Density functional theory data (ωB97M-V with the def2-TZVPD basis set) for a 2-piece molecular cluster, C5H16N2O overall.

Structure (ORCA input):
```
! RIJCOSX wB97M-V def2-TZVPD def2/J DEFGRID3
* xyz 0 1
C 0.35 0.98 2.05
C 0.85 0.00 0.96
N 0.07 -1.18 0.59
C -0.77 -1.75 1.63
C -0.74 -0.90 -0.60
C -1.77 0.27 -0.45
N -1.28 1.62 -0.83
H 1.23 1.26 2.64
H -0.47 0.57 2.63
H 0.01 1.93 1.64
H 1.16 0.60 0.10
H 1.85 -0.39 1.21
H -0.13 -2.28 2.35
H -1.41 -1.04 2.17
H -1.43 -2.47 1.15
H -1.25 -1.77 -1.01
H -0.06 -0.63 -1.42
H -2.16 0.29 0.56
H -2.62 0.03 -1.08
H -1.85 1.90 -1.63
H -0.32 1.60 -1.16
O 2.81 0.72 -2.83
H 3.11 0.03 -2.22
H 2.42 0.19 -3.53
*
```

Orbital gap   9.0 eV
HOMO   -8.31 eV
SMILES string   CCN(C)CCN.O

The Löwdin scheme yields these atomic charges, measured in e: atom 1 (C): -0.078, atom 2 (C): -0.252, atom 3 (N): -0.221, atom 4 (C): -0.110, atom 5 (C): -0.206, atom 6 (C): -0.239, atom 7 (N): -0.004, atom 8 (H): 0.070, atom 9 (H): 0.048, atom 10 (H): 0.060, atom 11 (H): 0.093, atom 12 (H): 0.105, atom 13 (H): 0.093, atom 14 (H): 0.063, atom 15 (H): 0.085, atom 16 (H): 0.104, atom 17 (H): 0.104, atom 18 (H): 0.085, atom 19 (H): 0.100, atom 20 (H): 0.054, atom 21 (H): 0.047, atom 22 (O): -0.068, atom 23 (H): 0.038, atom 24 (H): 0.031

Which of them is most stable, and which least? Most stable: y; least stable: w.

w.
Density functional theory data (ωB97M-V with the def2-TZVPD basis set) for a 2-piece molecular cluster, C5H16N2O overall.

Structure (ORCA input):
```
! RIJCOSX wB97M-V def2-TZVPD def2/J DEFGRID3
* xyz 0 1
C -0.92 -2.11 -0.95
C -0.48 -0.74 -1.44
C 0.75 -0.93 -2.36
C -0.17 0.25 -0.32
N -1.50 0.46 0.39
C 0.82 -0.18 0.72
N 1.11 0.89 1.68
H -1.95 -2.12 -0.56
H -0.90 -2.82 -1.79
H -0.27 -2.60 -0.21
H -1.30 -0.30 -2.00
H 0.98 0.08 -2.74
H 1.57 -1.48 -1.90
H 0.48 -1.50 -3.25
H 0.12 1.21 -0.76
H -1.31 1.17 1.08
H -1.73 -0.40 0.87
H 0.33 -0.94 1.33
H 1.73 -0.62 0.26
H 1.79 0.56 2.34
H 1.40 1.79 1.31
O 0.10 3.43 3.01
H -0.16 2.74 2.42
H -0.49 4.17 2.85
*
```

Orbital gap   10.3 eV
HOMO   -9.38 eV
SMILES string   CC(C)[C@@H](N)CN.O

The Löwdin scheme yields these atomic charges, measured in e: atom 1 (C): -0.086, atom 2 (C): -0.397, atom 3 (C): -0.076, atom 4 (C): -0.367, atom 5 (N): 0.045, atom 6 (C): -0.256, atom 7 (N): -0.001, atom 8 (H): 0.076, atom 9 (H): 0.078, atom 10 (H): 0.078, atom 11 (H): 0.131, atom 12 (H): 0.078, atom 13 (H): 0.073, atom 14 (H): 0.072, atom 15 (H): 0.140, atom 16 (H): 0.039, atom 17 (H): 0.053, atom 18 (H): 0.108, atom 19 (H): 0.115, atom 20 (H): 0.072, atom 21 (H): 0.074, atom 22 (O): -0.051, atom 23 (H): -0.033, atom 24 (H): 0.035

x.
Density functional theory data (ωB97M-V with the def2-TZVPD basis set) for a 2-piece molecular cluster, C5H16N2O overall.

Structure (ORCA input):
```
! RIJCOSX wB97M-V def2-TZVPD def2/J DEFGRID3
* xyz 0 1
C -1.03 3.21 -0.30
C -0.64 1.74 -0.17
C -1.07 0.87 -1.33
N -0.47 -0.45 -1.42
C -0.77 -1.39 -0.31
C 0.25 -1.39 0.79
N -0.03 -2.43 1.79
H -1.40 3.40 -1.31
H -1.91 3.44 0.31
H -0.20 3.88 -0.08
H -1.08 1.31 0.74
H 0.44 1.61 -0.01
H -0.86 1.38 -2.29
H -2.16 0.79 -1.34
H 0.54 -0.33 -1.41
H -1.79 -1.25 0.08
H -0.77 -2.38 -0.79
H 1.28 -1.54 0.44
H 0.21 -0.42 1.27
H -0.40 -2.13 2.68
H -0.65 -3.15 1.42
O 3.16 -0.31 0.41
H 2.88 0.00 1.27
H 4.11 -0.20 0.37
*
```

Orbital gap   9.0 eV
HOMO   -8.39 eV
SMILES string   CCCNCCN.O

The Löwdin scheme yields these atomic charges, measured in e: atom 1 (C): -0.102, atom 2 (C): -0.267, atom 3 (C): -0.276, atom 4 (N): -0.070, atom 5 (C): -0.235, atom 6 (C): -0.295, atom 7 (N): -0.010, atom 8 (H): 0.064, atom 9 (H): 0.067, atom 10 (H): 0.069, atom 11 (H): 0.095, atom 12 (H): 0.097, atom 13 (H): 0.114, atom 14 (H): 0.118, atom 15 (H): 0.098, atom 16 (H): 0.120, atom 17 (H): 0.109, atom 18 (H): 0.083, atom 19 (H): 0.092, atom 20 (H): 0.054, atom 21 (H): 0.056, atom 22 (O): -0.057, atom 23 (H): 0.037, atom 24 (H): 0.039

Which of them is most stable, and which least? Most stable: w; least stable: x.

w.
Density functional theory data (ωB97M-V with the def2-TZVPD basis set) for a 2-piece molecular cluster, C5H16N2O overall.

Structure (ORCA input):
```
! RIJCOSX wB97M-V def2-TZVPD def2/J DEFGRID3
* xyz 0 1
C -0.57 0.83 -3.45
N -0.79 0.93 -1.99
C -0.95 -0.34 -1.30
C -1.21 -0.08 0.19
N -0.05 -0.09 1.14
C 1.20 0.31 0.49
C 0.08 -1.48 1.69
H -0.54 -0.16 -3.92
H -1.48 1.13 -3.99
H 0.31 1.44 -3.61
H -1.53 1.60 -1.80
H -1.83 -0.89 -1.69
H -0.01 -0.88 -1.39
H -2.01 -0.73 0.53
H -1.68 0.90 0.40
H 1.16 1.41 0.45
H 1.42 -0.01 -0.53
H 2.09 -0.04 1.06
H 1.07 -1.88 1.91
H -0.50 -1.40 2.62
H -0.39 -2.19 1.01
O 1.91 0.42 4.35
H 2.76 0.91 4.37
H 1.54 0.30 3.47
*
```

Orbital gap   9.5 eV
HOMO   -8.55 eV
SMILES string   CNCCN(C)C.O

The Löwdin scheme yields these atomic charges, measured in e: atom 1 (C): -0.127, atom 2 (N): -0.136, atom 3 (C): -0.243, atom 4 (C): -0.200, atom 5 (N): -0.237, atom 6 (C): -0.135, atom 7 (C): -0.100, atom 8 (H): 0.074, atom 9 (H): 0.073, atom 10 (H): 0.068, atom 11 (H): 0.095, atom 12 (H): 0.114, atom 13 (H): 0.101, atom 14 (H): 0.102, atom 15 (H): 0.113, atom 16 (H): 0.089, atom 17 (H): 0.061, atom 18 (H): 0.079, atom 19 (H): 0.073, atom 20 (H): 0.084, atom 21 (H): 0.074, atom 22 (O): -0.071, atom 23 (H): 0.048, atom 24 (H): 0.001

x.
Density functional theory data (ωB97M-V with the def2-TZVPD basis set) for a 2-piece molecular cluster, C5H16N2O overall.

Structure (ORCA input):
```
! RIJCOSX wB97M-V def2-TZVPD def2/J DEFGRID3
* xyz 0 1
C 1.14 1.68 -2.18
C 0.90 0.59 -1.06
N 1.63 -0.61 -1.29
C 1.17 1.04 0.41
N 0.15 0.47 1.20
C 0.35 -0.99 1.63
C -0.09 1.23 2.46
H 2.16 1.84 -2.69
H 0.43 1.42 -2.97
H 0.74 2.66 -1.89
H -0.30 0.37 -0.96
H 1.42 -1.02 -2.22
H 1.69 -1.21 -0.56
H 2.24 0.74 0.70
H 1.18 2.13 0.42
H -0.38 -1.28 2.30
H 0.36 -1.76 0.86
H 1.30 -1.14 2.24
H -1.08 1.42 2.68
H 0.50 2.17 2.71
H 0.21 0.57 3.36
O -5.49 -3.71 -1.95
H -5.62 -2.94 -1.31
H -4.60 -3.68 -1.89
*
```

Orbital gap   9.0 eV
HOMO   -8.41 eV
SMILES string   C[C@@H](N)CN(C)C.O

The Löwdin scheme yields these atomic charges, measured in e: atom 1 (C): -0.079, atom 2 (C): -0.453, atom 3 (N): 0.026, atom 4 (C): -0.245, atom 5 (N): -0.243, atom 6 (C): -0.076, atom 7 (C): -0.098, atom 8 (H): 0.100, atom 9 (H): 0.050, atom 10 (H): 0.062, atom 11 (H): 0.166, atom 12 (H): 0.107, atom 13 (H): -0.002, atom 14 (H): 0.140, atom 15 (H): 0.111, atom 16 (H): 0.039, atom 17 (H): 0.065, atom 18 (H): 0.106, atom 19 (H): 0.038, atom 20 (H): 0.102, atom 21 (H): 0.085, atom 22 (O): -0.033, atom 23 (H): 0.079, atom 24 (H): -0.046

Which of them is most stable, and which least? Most stable: w; least stable: x.